(1)
C3H4O2S in the gas phase. Source: the OMol25 dataset; level of theory: the ωB97M-V functional and the def2-TZVPD basis.

Each line ends with the Löwdin charge.
Atoms and positions in Å:
O -2.357 0.175 -0.587  0.106
C -1.247 -0.262 -0.326  -0.585
O -1.056 -1.434 0.286  0.027
C 0.026 0.411 -0.557  -0.486
C 1.012 0.543 0.595  -0.353
S 1.457 -0.675 -0.686  0.924
H 0.002 -1.525 0.213  0.033
H 0.013 1.154 -1.316  0.109
H 0.549 0.105 1.541  0.109
H 1.602 1.506 0.838  0.117

energy relative to the best compared isomer or geometry (same formula, charge and spin)	89.69	kJ/mol
HOMO-LUMO gap	0.385	Eh
total charge	0
structure (SMILES)	O=C(O)[C@H]1CS1

=====

(2)
A molecular structure, C13H25Cl2INOP2Yb. Source: the OMol25 dataset; level of theory: the ωB97M-V functional and the def2-TZVPD basis.

Each line ends with the Löwdin charge.
Atoms and positions in Å:
C 0.007 0.875 -6.288  -0.099
C 0.010 1.435 -4.894  -0.706
H 0.011 1.737 -6.964  0.106
H -0.898 0.268 -6.458  0.100
H 0.905 0.259 -6.458  0.101
O 0.019 2.526 -4.407  0.066
I -0.005 -0.347 -3.555  0.899
Yb 0.003 0.303 -0.684  1.018
P 2.809 0.142 0.111  0.691
C 3.953 1.194 1.068  -0.263
C 3.436 -1.504 0.642  -0.260
H 4.511 -1.575 0.423  0.066
H 4.669 -0.075 -1.416  0.061
H 2.883 -2.297 0.120  0.031
H 3.108 -0.405 -2.260  0.016
H 3.674 1.141 2.122  0.047
H 3.258 -1.602 1.721  0.049
C 3.623 0.242 -1.533  -0.297
H 4.995 0.886 0.947  0.069
H 3.586 1.283 -1.885  0.052
H 3.839 2.225 0.727  0.049
P -2.805 0.187 0.113  0.691
C -3.932 1.256 1.070  -0.262
C -3.623 0.293 -1.529  -0.297
H -2.909 -2.250 0.128  0.031
H -4.527 -1.507 0.435  0.066
H -3.270 -1.549 1.728  0.049
C -3.450 -1.450 0.650  -0.260
H -3.119 -0.362 -2.256  0.016
H -4.672 -0.009 -1.408  0.061
H -4.979 0.962 0.953  0.069
H -3.805 2.284 0.729  0.050
H -3.572 1.334 -1.882  0.052
H -3.650 1.199 2.123  0.047
Cl -0.014 -2.133 -1.076  -0.140
Cl -0.023 1.865 5.354  0.756
C -0.013 0.555 4.249  -0.647
C -0.005 -0.765 4.694  -0.046
C 0.002 -1.774 3.740  -0.013
C 0.001 -1.418 2.391  -0.181
N -0.005 -0.161 1.944  -0.101
C -0.013 0.837 2.869  -0.158
H -0.005 -0.955 5.771  0.133
H 0.007 -2.826 4.013  0.129
H 0.007 -2.168 1.605  0.057
H -0.021 1.848 2.512  0.100

energy relative to the best compared isomer or geometry (same formula, charge and spin)	0.00	kJ/mol
HOMO-LUMO gap (alpha / beta)	0.299 / 0.258	Eh
total charge	+2
spin multiplicity	2

=====

(3)
A gas-phase ion, C5H7N4 (charge +1). Source: the OMol25 dataset; level of theory: the ωB97M-V functional and the def2-TZVPD basis.

Each line ends with the Löwdin charge.
Atoms and positions in Å:
C 1.038 0.671 -1.367  -0.142
C 0.595 0.445 0.002  -0.133
C -1.523 -0.444 -0.812  0.017
C -0.995 -0.905 1.320  -0.077
C 1.378 0.973 1.114  0.035
N -2.059 -1.556 1.055  0.131
N -0.545 -0.228 0.173  0.018
N 0.681 -0.129 -2.274  0.210
N -2.364 -1.261 -0.239  0.036
H 1.705 1.528 -1.509  0.145
H -0.482 -0.956 2.256  0.137
H 0.983 0.718 2.092  0.093
H 2.417 0.636 1.039  0.129
H 1.433 2.064 1.029  0.133
H 0.947 0.077 -3.232  0.103
H -3.210 -1.632 -0.648  0.165

energy relative to the best compared isomer or geometry (same formula, charge and spin)	252.81	kJ/mol
HOMO-LUMO gap (alpha / beta)	0.252 / 0.252	Eh
total charge	+1

=====

(4)
9 unconnected molecules or ions with the total composition C38H67N8O10P. Source: the OMol25 dataset; level of theory: the ωB97M-V functional and the def2-TZVPD basis.

Each line ends with the Löwdin charge.
Atoms and positions in Å:
C -0.051 4.291 1.375  -0.073
N 1.289 4.118 0.779  -0.282
C 2.017 2.994 1.330  -0.098
P 1.392 4.390 -0.850  0.489
O 0.533 3.560 -1.721  -0.275
N 1.067 5.991 -0.982  -0.301
C 1.296 6.964 0.069  -0.117
C 0.464 6.475 -2.222  -0.088
N 2.986 4.176 -1.234  -0.297
C 3.499 2.893 -1.694  -0.106
C 3.981 5.069 -0.669  -0.106
H 0.063 4.158 2.449  0.085
H -0.725 3.523 0.983  0.065
H -0.447 5.274 1.141  0.064
H 1.533 2.033 1.118  0.071
H 2.129 3.112 2.409  0.092
H 3.018 2.949 0.906  0.059
H 1.584 7.920 -0.377  0.085
H 0.414 7.127 0.697  0.073
H 2.111 6.653 0.717  0.070
H 1.026 7.333 -2.599  0.080
H 0.474 5.684 -2.965  0.069
H -0.566 6.788 -2.028  0.086
H 2.694 2.335 -2.166  0.052
H 4.244 3.061 -2.475  0.082
H 3.916 2.265 -0.900  0.082
H 3.759 6.107 -0.929  0.075
H 4.958 4.817 -1.072  0.084
H 4.013 5.030 0.428  0.080
C -6.745 -0.802 0.825  -0.060
C -5.971 0.499 1.001  -0.202
O -5.413 0.836 -0.281  0.053
C -4.215 1.393 -0.333  -0.580
O -3.507 1.669 0.609  0.078
O -3.894 1.559 -1.612  0.022
C -2.800 2.417 -1.936  -0.025
H -6.942 -1.243 1.800  0.082
H -6.180 -1.485 0.197  0.080
H -7.686 -0.568 0.324  0.077
H -5.210 0.332 1.762  0.101
H -6.624 1.304 1.334  0.128
H -2.018 1.830 -2.408  0.088
H -2.332 2.827 -1.036  0.070
H -3.180 3.264 -2.498  0.100
C -3.176 -1.742 1.502  -0.066
C -2.754 -3.187 1.436  -0.182
O -2.696 -3.832 2.706  0.042
C -3.773 -3.831 3.469  -0.605
O -4.902 -3.590 3.124  0.123
O -3.376 -4.198 4.687  -0.015
C -4.360 -4.561 5.650  -0.031
H -4.254 -1.676 1.607  0.048
H -2.880 -1.141 0.638  0.075
H -2.725 -1.170 2.321  0.076
H -1.771 -3.308 0.988  0.117
H -3.449 -3.723 0.780  0.129
H -5.379 -4.347 5.347  0.090
H -4.134 -3.995 6.554  0.091
H -4.192 -5.613 5.877  0.095
C -0.844 -1.474 -4.504  -0.050
C 0.359 -1.017 -5.299  -0.210
O 0.866 0.167 -4.679  0.011
C 1.680 0.912 -5.426  -0.607
O 2.101 0.633 -6.517  0.131
O 1.914 2.040 -4.756  -0.014
C 2.833 2.940 -5.363  -0.040
H -1.707 -0.821 -4.605  0.078
H -0.553 -1.532 -3.450  0.065
H -1.092 -2.511 -4.737  0.081
H 0.112 -0.833 -6.345  0.125
H 1.123 -1.797 -5.311  0.109
H 3.796 2.458 -5.514  0.101
H 2.921 3.775 -4.669  0.087
H 2.434 3.352 -6.290  0.099
C -0.132 -0.613 0.072  -0.114
C 0.803 -1.320 -0.729  -0.087
C 1.252 -0.431 -1.687  -0.146
N 0.563 0.730 -1.532  0.041
C -0.206 0.670 -0.407  -0.149
H -0.607 -0.991 0.965  0.058
H 1.046 -2.370 -0.690  0.074
H 1.826 -0.620 -2.573  0.079
H 0.648 1.569 -2.092  0.092
H -0.779 1.529 -0.109  0.082
C 0.702 -3.649 3.677  -0.101
C 0.413 -2.310 3.300  -0.104
C -0.449 -1.788 4.229  -0.126
N -0.656 -2.758 5.173  0.019
C 0.010 -3.900 4.829  -0.143
H 1.343 -4.330 3.143  0.070
H 0.714 -1.804 2.394  0.072
H -0.998 -0.861 4.212  0.084
H -1.380 -2.742 5.867  0.137
H -0.135 -4.830 5.350  0.108
C -0.535 1.689 4.607  -0.122
C -1.781 1.978 5.225  -0.112
C -2.752 1.811 4.275  -0.131
N -2.125 1.546 3.083  0.028
C -0.785 1.429 3.282  -0.178
H 0.457 1.750 5.023  0.094
H -1.958 2.153 6.273  0.087
H -3.828 1.779 4.290  0.104
H -2.625 1.391 2.216  0.085
H -0.153 1.196 2.441  0.092
C 3.412 -5.194 1.200  -0.109
C 4.243 -6.346 1.283  -0.100
C 3.963 -7.130 0.199  -0.131
N 3.001 -6.495 -0.542  0.002
C 2.653 -5.316 0.066  -0.165
H 3.403 -4.352 1.874  0.089
H 4.966 -6.540 2.057  0.092
H 4.340 -8.086 -0.121  0.107
H 2.499 -6.963 -1.274  0.140
H 1.832 -4.729 -0.310  0.102
C 3.411 -3.750 -4.551  -0.106
C 3.681 -2.366 -4.346  -0.115
C 3.807 -2.179 -2.998  -0.151
N 3.659 -3.392 -2.379  0.031
C 3.366 -4.339 -3.314  -0.144
H 3.229 -4.259 -5.482  0.090
H 3.784 -1.622 -5.120  0.094
H 3.962 -1.283 -2.423  0.105
H 3.667 -3.507 -1.379  0.118
H 3.154 -5.354 -3.032  0.088

HOMO-LUMO gap	0.306	Eh
total charge	0
structure (SMILES)	CN(C)P(=O)(N(C)C)N(C)C.CCOC(=O)OC.CCOC(=O)OC.CCOC(=O)OC.c1cc[nH]c1.c1cc[nH]c1.c1cc[nH]c1.c1cc[nH]c1.c1cc[nH]c1